No. 1
Below is 2 unconnected molecules or ions with the total composition H3O2PS, with properties calculated with ωB97M-V/def2-TZVPD.

As for the HOMO energy (spin up / spin down): -0.351 / -0.334 Eh. The calculation puts the total energy at -24265.8323 eV. The relative energy (zero: lowest compared OMol25 entry of this formula, charge and spin) comes out at 81.8 kcal/mol. The molar mass comes out at 98.06 g mol⁻¹.

The geometry in XYZ format:
```
7
H3O2PS ωB97M-V/def2-TZVPD
O 0.223 1.620 -0.559
O 0.134 -0.775 -1.177
P -0.398 0.251 -0.037
S -2.357 0.293 0.086
H -0.417 2.151 -1.052
H -0.132 -1.691 -1.091
H 0.843 -0.580 2.151
```

***

No. 2
Below is a molecular structure, C70H74Co2N2O5P, with properties calculated with ωB97M-V/def2-TZVPD.

As for the HOMO energy: -0.055 Eh. The calculation puts the total energy at -171542.7719 eV. The relative energy (zero: lowest compared OMol25 entry of this formula, charge and spin) comes out at 145.6 kcal/mol. The molar mass comes out at 1172.21 g mol⁻¹. The net charge is -1.

The geometry in XYZ format:
```
154
C70H74Co2N2O5P ωB97M-V/def2-TZVPD
C -1.279 -1.801 1.210
C -2.228 -0.819 1.876
C -3.637 -0.986 1.313
C -2.281 -1.139 3.372
C -1.782 0.619 1.557
C -1.870 1.180 0.292
C -1.707 2.561 0.114
C -1.577 3.397 1.221
C -1.564 2.857 2.511
C -2.064 3.710 3.706
C -0.915 4.518 4.307
C -2.751 2.842 4.763
C -3.115 4.725 3.225
C -1.194 1.472 2.519
N -0.027 0.971 3.122
C 0.142 1.020 4.560
C 1.562 0.627 4.764
N 2.143 0.629 3.423
C 3.592 0.606 3.422
C 4.238 -0.644 3.522
C 3.563 -2.053 3.525
C 4.349 -3.002 2.604
C 2.126 -2.083 3.037
C 3.627 -2.600 4.958
C 5.629 -0.678 3.657
C 6.377 0.486 3.695
C 5.725 1.708 3.757
C 4.337 1.801 3.675
C 3.805 3.259 3.896
C 4.655 4.250 3.081
C 3.952 3.622 5.381
C 2.375 3.481 3.456
C 1.134 0.606 2.463
C 1.239 0.665 0.963
C 2.558 1.278 0.655
C 3.766 0.567 0.758
C 4.974 1.146 0.363
C 4.999 2.453 -0.109
C 3.809 3.163 -0.192
C 2.595 2.587 0.166
H -0.278 -1.729 1.653
H -1.635 -2.834 1.328
H -1.197 -1.591 0.137
H -4.311 -0.277 1.811
H -3.676 -0.787 0.236
H -3.995 -2.005 1.496
H -2.923 -0.430 3.909
H -2.704 -2.144 3.498
H -1.288 -1.150 3.831
H -1.979 0.520 -0.562
H -1.749 2.988 -0.885
H -1.547 4.486 1.075
H -0.409 5.093 3.522
H -1.301 5.220 5.061
H -0.171 3.885 4.800
H -3.594 2.302 4.313
H -2.080 2.108 5.219
H -3.140 3.487 5.563
H -3.948 4.218 2.726
H -3.520 5.269 4.087
H -2.687 5.464 2.541
H -0.065 2.013 4.968
H -0.548 0.334 5.059
H 2.080 1.317 5.437
H 1.629 -0.362 5.230
H 5.351 -3.212 2.987
H 3.817 -3.957 2.534
H 4.438 -2.585 1.594
H 1.432 -1.653 3.764
H 2.013 -1.563 2.079
H 1.815 -3.125 2.886
H 3.106 -1.938 5.660
H 3.156 -3.590 5.007
H 4.666 -2.692 5.292
H 6.152 -1.634 3.721
H 7.464 0.440 3.708
H 6.336 2.601 3.868
H 4.727 3.923 2.037
H 4.187 5.243 3.091
H 5.665 4.370 3.489
H 3.383 2.936 6.021
H 5.004 3.578 5.689
H 3.585 4.642 5.564
H 1.668 2.904 4.049
H 2.123 4.544 3.578
H 2.234 3.218 2.404
H 0.388 1.235 0.577
H 3.759 -0.472 1.107
H 5.894 0.560 0.420
H 5.939 2.907 -0.408
H 3.818 4.185 -0.581
H 1.660 3.166 0.075
O 1.918 -1.549 -5.291
C 1.042 -1.136 -4.652
Co -0.294 -0.539 -3.693
C -0.866 1.044 -3.339
O -1.204 2.121 -3.112
C -0.872 -0.426 -5.395
O -1.085 -0.292 -6.532
C -0.085 -1.919 -2.585
C -0.003 -0.753 -1.784
C 0.951 -0.390 -0.692
C 2.109 -0.023 -1.589
C 3.152 -0.926 -1.784
C 4.215 -0.587 -2.609
C 4.239 0.624 -3.291
C 3.161 1.496 -3.169
C 2.093 1.166 -2.338
Co -1.894 -1.689 -2.452
C -3.071 -0.430 -2.237
O -3.963 0.318 -2.059
C -2.204 -3.215 -1.711
O -2.457 -4.245 -1.205
P -3.122 -2.235 -4.315
C -4.162 -0.961 -5.152
C -5.329 -1.326 -5.849
C -6.114 -0.353 -6.476
C -5.729 0.991 -6.431
C -4.573 1.358 -5.739
C -3.805 0.386 -5.093
C -2.375 -3.146 -5.720
C -2.797 -2.965 -7.043
C -2.335 -3.818 -8.050
C -1.409 -4.820 -7.749
C -0.933 -4.959 -6.441
C -1.414 -4.126 -5.425
C -4.483 -3.396 -3.844
C -4.657 -4.658 -4.436
C -5.759 -5.450 -4.093
C -6.683 -4.998 -3.149
C -6.506 -3.750 -2.545
C -5.415 -2.949 -2.896
H 0.479 -2.810 -2.642
H 1.095 -1.222 0.021
H 3.115 -1.894 -1.272
H 5.053 -1.278 -2.691
H 5.094 0.890 -3.914
H 3.166 2.454 -3.694
H 1.240 1.851 -2.266
H -5.633 -2.373 -5.897
H -7.024 -0.651 -6.999
H -6.330 1.753 -6.932
H -4.261 2.402 -5.695
H -2.914 0.696 -4.541
H -3.494 -2.166 -7.292
H -2.705 -3.690 -9.068
H -1.058 -5.491 -8.535
H -0.192 -5.721 -6.199
H -1.049 -4.243 -4.401
H -3.940 -5.022 -5.172
H -5.889 -6.420 -4.576
H -7.543 -5.616 -2.883
H -7.216 -3.389 -1.800
H -5.301 -1.961 -2.441
```

***

No. 3
Below is 9 unconnected molecules or ions with the total composition C38H114N15O9P5S4, with properties calculated with ωB97M-V/def2-TZVPD.

As for the HOMO energy: -0.296 Eh. The calculation puts the total energy at -171820.5664 eV. The relative energy (zero: lowest compared OMol25 entry of this formula, charge and spin) comes out at 22.5 kcal/mol. The molar mass comes out at 1208.56 g mol⁻¹.

The geometry in XYZ format:
```
185
C38H114N15O9P5S4 ωB97M-V/def2-TZVPD
O 8.449 3.045 0.788
P 8.026 1.648 0.999
N 6.460 1.472 1.632
C 5.860 0.188 2.055
C 5.530 2.520 1.266
N 9.060 0.737 1.916
C 9.067 0.822 3.363
C 10.466 0.705 1.449
N 8.014 0.780 -0.476
C 7.893 -0.669 -0.618
C 8.008 1.540 -1.725
H 6.001 -0.621 1.338
H 4.787 0.313 2.178
H 6.311 -0.046 3.020
H 5.367 2.497 0.178
H 5.911 3.503 1.549
H 4.572 2.422 1.775
H 9.495 1.758 3.738
H 8.079 0.732 3.822
H 9.610 -0.025 3.789
H 10.553 0.653 0.367
H 10.928 1.665 1.707
H 10.937 -0.103 2.000
H 6.820 -0.875 -0.568
H 8.208 -0.906 -1.635
H 8.429 -1.318 0.073
H 7.001 1.583 -2.146
H 8.724 1.108 -2.428
H 8.391 2.537 -1.509
O -2.373 3.329 -3.180
P -2.330 3.804 -4.595
N -0.768 4.057 -5.174
C -0.507 4.887 -6.334
C 0.342 3.791 -4.293
N -3.021 5.307 -4.816
C -2.708 6.333 -3.851
C -4.340 5.477 -5.445
N -3.039 2.734 -5.697
C -3.291 3.012 -7.117
C -3.321 1.382 -5.236
H 0.385 4.525 -6.844
H -0.421 5.939 -6.042
H -1.352 4.814 -7.014
H 0.777 4.733 -3.926
H 1.200 3.336 -4.807
H 0.128 3.143 -3.448
H -3.489 6.473 -3.098
H -1.754 6.126 -3.363
H -2.561 7.319 -4.307
H -4.289 6.022 -6.386
H -4.877 4.531 -5.508
H -4.970 6.027 -4.738
H -3.706 4.001 -7.288
H -2.371 2.837 -7.680
H -4.016 2.260 -7.427
H -2.481 0.692 -5.373
H -4.137 0.911 -5.792
H -3.658 1.396 -4.201
O 0.613 -3.238 6.298
P 1.882 -2.492 6.116
N 1.745 -0.850 6.273
C 2.875 -0.025 6.711
C 0.560 -0.191 5.753
N 2.615 -2.734 4.621
C 2.817 -4.127 4.220
C 2.749 -1.711 3.598
N 3.065 -2.965 7.220
C 2.705 -3.148 8.623
C 4.480 -2.902 6.981
H 2.761 1.013 6.400
H 3.844 -0.317 6.312
H 2.919 -0.106 7.798
H 0.474 0.800 6.199
H -0.330 -0.781 5.967
H 0.588 -0.038 4.666
H 3.624 -4.223 3.498
H 2.949 -4.699 5.142
H 1.860 -4.487 3.823
H 3.040 -0.763 4.051
H 3.589 -2.044 2.982
H 1.875 -1.543 2.960
H 1.680 -3.448 8.834
H 3.322 -3.913 9.094
H 2.835 -2.181 9.123
H 4.823 -3.259 6.010
H 5.041 -3.484 7.718
H 4.936 -1.912 7.114
O -8.390 -0.452 -2.938
P -7.098 0.102 -2.468
N -7.132 0.143 -0.763
C -8.440 0.041 -0.110
C -6.084 0.787 -0.001
N -6.606 1.580 -3.069
C -5.392 2.283 -2.712
C -7.659 2.447 -3.582
N -5.774 -0.927 -2.704
C -5.227 -0.917 -4.073
C -5.707 -2.231 -2.086
H -8.880 -0.937 -0.304
H -9.117 0.834 -0.432
H -8.233 0.073 0.961
H -5.168 0.699 -0.576
H -5.800 0.162 0.856
H -6.282 1.803 0.343
H -5.422 2.915 -1.826
H -4.522 1.630 -2.612
H -5.082 2.903 -3.561
H -7.205 3.097 -4.332
H -8.394 1.811 -4.078
H -8.149 2.986 -2.766
H -4.145 -1.077 -4.032
H -5.624 -1.772 -4.631
H -5.463 -0.001 -4.607
H -5.048 -2.941 -2.579
H -6.667 -2.759 -2.229
H -5.627 -2.219 -1.000
O 0.299 -2.315 -0.912
P -0.172 -1.075 -0.250
N 0.905 0.227 -0.120
C 0.534 1.597 0.220
C 2.338 -0.091 -0.115
N -0.772 -1.207 1.346
C -0.758 -2.523 2.004
C -1.522 -0.183 2.049
N -1.425 -0.262 -1.073
C -1.185 0.438 -2.330
C -2.798 -0.733 -0.922
H 0.940 1.826 1.206
H -0.538 1.735 0.138
H 0.965 2.310 -0.494
H 2.552 -0.191 -1.176
H 2.617 -0.943 0.503
H 2.985 0.748 0.151
H -0.778 -2.371 3.080
H -1.591 -3.132 1.638
H 0.129 -3.095 1.726
H -0.882 0.280 2.808
H -1.943 0.584 1.405
H -2.349 -0.630 2.610
H -2.033 1.080 -2.583
H -0.295 1.057 -2.209
H -1.073 -0.226 -3.196
H -3.012 -0.803 0.148
H -2.992 -1.751 -1.291
H -3.513 -0.122 -1.472
C -2.150 -4.381 5.100
S -1.260 -5.895 5.591
O -2.268 -7.004 5.717
C -0.521 -6.219 3.961
H -2.961 -4.445 4.372
H -1.475 -3.616 4.725
H -2.599 -4.110 6.056
H 0.412 -6.771 4.090
H -0.249 -5.311 3.420
H -1.197 -6.820 3.355
C -3.641 2.534 1.086
S -2.161 3.544 1.555
O -1.336 2.560 2.339
C -1.558 3.481 -0.167
H -4.418 2.388 1.835
H -3.326 1.505 0.897
H -3.972 3.011 0.165
H -2.230 3.971 -0.870
H -1.521 2.443 -0.498
H -0.565 3.924 -0.132
C 3.934 0.819 -4.065
S 4.154 -0.878 -3.518
O 4.554 -1.020 -2.078
C 2.439 -1.500 -3.661
H 4.891 1.315 -4.178
H 3.254 1.257 -3.326
H 3.362 0.860 -4.992
H 1.882 -1.070 -2.825
H 2.398 -2.563 -3.426
H 1.932 -1.314 -4.605
C -1.647 -4.811 -0.985
S -3.262 -5.166 -0.269
O -4.302 -4.889 -1.321
C -3.219 -6.984 -0.028
H -0.928 -5.063 -0.202
H -1.632 -3.735 -1.121
H -1.443 -5.418 -1.865
H -4.125 -7.370 0.427
H -2.325 -7.307 0.504
H -3.162 -7.337 -1.061
```

***

No. 4
Below is a molecular structure, C3H9S2, with properties calculated with ωB97M-V/def2-TZVPD.

As for the HOMO energy: -0.095 Eh. The calculation puts the total energy at -24927.1422 eV. The relative energy (zero: lowest compared OMol25 entry of this formula, charge and spin) comes out at 37.0 kcal/mol. The molar mass comes out at 109.24 g mol⁻¹. The net charge is -1.

The geometry in XYZ format:
```
14
C3H9S2 ωB97M-V/def2-TZVPD
C 2.465 0.177 2.607
S 1.350 1.226 1.687
H 3.473 0.502 2.532
H 2.441 -0.796 2.165
H 2.283 -0.023 3.671
C -1.999 -0.813 -2.071
C -0.991 0.253 -1.518
S -1.429 0.703 0.315
H -1.635 -1.760 -1.691
H -2.946 -0.746 -1.627
H -1.970 -0.912 -3.169
H -1.002 1.185 -2.114
H -0.025 -0.158 -1.369
H -0.015 1.163 0.581
```